Density functional theory data (ωB97M-V/def2-TZVPD) for 2 unconnected molecules or ions with the total composition C5H7NO.

Summary:
Gap between HOMO and LUMO (spin up / spin down): 0.29239 / 0.29234 Ha
Charge: 0

```
14
Properties=species:S:1:pos:R:3:forces:R:3
O -1.459 -0.173 -1.165 -0.593 0.620 0.150
C -1.337 0.724 -0.354 -0.258 0.067 -0.242
N -0.990 0.429 0.937 0.097 -0.099 -0.193
C -0.496 -0.836 1.155 0.063 -0.054 -0.449
C 0.752 -1.059 -0.875 0.325 -0.100 0.526
C 1.448 0.149 -0.671 -0.043 0.252 0.413
C 1.755 1.291 -0.395 0.042 -0.343 -0.066
H -1.402 1.789 -0.593 -0.164 0.055 0.064
H -0.745 1.187 1.558 0.122 -0.160 -0.206
H -1.087 -1.662 0.805 -0.237 0.024 -0.139
H -0.114 -0.941 2.182 0.411 -0.132 -0.787
H 1.127 -1.995 -0.510 0.568 -0.065 0.207
H 0.388 -1.151 -1.913 -0.310 -0.003 0.856
H 2.160 2.249 -0.161 -0.025 -0.063 -0.134
```
Forces are in eV/Å.

And the natural (NBO) charges, in e, turn out to be: -0.570 0.488 -0.594 -0.160 -0.466 -0.026 -0.316 0.138 0.409 0.209 0.196 0.216 0.240 0.236